{
  "formula": "C2H7NO",
  "method": "ωB97M-V with the def2-TZVPD basis set",
  "elements": ["C", "C", "H", "H", "H", "H", "H", "H", "H", "N", "O"],
  "xyz": [[0.598, -0.054, 0.545], [0.146, -0.167, -0.925], [-0.786, -1.240, 1.490], [-1.251, 0.340, 1.279], [1.410, -0.771, 0.751], [1.030, 0.946, 0.808], [-0.333, -1.169, -1.115], [0.992, -0.065, -1.577], [-0.407, 1.635, -1.480], [-0.510, -0.262, 1.518], [-0.890, 0.808, -1.293]],
  "nbo_charge": [-0.253, -0.088, 0.350, 0.363, 0.197, 0.188, 0.176, 0.167, 0.463, -0.834, -0.729],
  "e_homo_ha": -0.3405,
  "smiles": "NCCO",
  "molar_mass_da": 61.08,
  "spin_multiplicity": 1,
  "relative_energy_ev": 0.668,
  "orbital_gap_ev": 10.226
}


{
  "formula": "C2H7NO",
  "method": "ωB97M-V with the def2-TZVPD basis set",
  "elements": ["O", "H", "C", "C", "N", "H", "H", "H", "H", "H", "H"],
  "xyz": [[-2.631, 0.474, 0.525], [-2.909, -0.443, 0.432], [0.856, -0.147, -0.625], [1.559, -1.062, 0.039], [0.178, 0.924, -0.015], [0.414, -0.345, -1.599], [1.726, -0.968, 1.107], [2.090, -1.817, -0.519], [0.630, 1.414, 0.745], [-1.659, 0.410, 0.572], [-0.254, 1.560, -0.661]],
  "nbo_charge": [-0.965, 0.462, -0.002, -0.500, -0.850, 0.193, 0.195, 0.210, 0.386, 0.483, 0.388],
  "e_homo_ha": -0.3213,
  "smiles": "C=CN.O",
  "molar_mass_da": 61.08,
  "spin_multiplicity": 1,
  "relative_energy_ev": 0.849,
  "orbital_gap_ev": 9.745
}


{
  "formula": "C2H7NO2",
  "method": "ωB97M-V with the def2-TZVPD basis set",
  "elements": ["C", "O", "H", "H", "H", "H", "N", "C", "O", "H", "H", "H"],
  "xyz": [[1.661, -0.622, 0.380], [1.932, 0.531, 1.115], [2.811, 0.852, 0.864], [2.375, -1.435, 0.557], [0.681, -0.982, 0.674], [1.744, -0.401, -0.758], [-1.712, 0.626, -1.080], [-2.035, 0.056, 0.094], [-1.499, -0.921, 0.552], [-2.162, 1.463, -1.408], [-0.914, 0.270, -1.585], [-2.882, 0.563, 0.594]],
  "nbo_charge": [-0.253, -0.718, 0.460, 0.153, 0.222, 0.130, -0.817, 0.532, -0.610, 0.396, 0.401, 0.103],
  "e_homo_ha": -0.3672,
  "smiles": "NC=O.CO",
  "molar_mass_da": 77.08,
  "spin_multiplicity": 1,
  "relative_energy_ev": 1.324,
  "orbital_gap_ev": 10.901
}


Number 1: maximum force 0.04649 hartree/bohr. Number 2: maximum force 0.03251 hartree/bohr. Number 3: maximum force 0.03976 hartree/bohr.